# 1
Entry from the Open Molecules 2025 dataset: C27H28N2SiTi as an isolated structure at a distorted geometry (the ωB97M-V functional and the def2-TZVPD basis).

The geometry in XYZ format:
```
59
Properties=species:S:1:pos:R:3:forces:R:3
C -2.5659 0.0078 -0.3037 -0.87 -1.22 -0.20
C -2.1102 -0.7675 -1.4055 0.18 -0.15 0.99
C -1.8546 -2.0939 -0.9338 -0.95 -0.21 0.27
H -1.9905 -0.3961 -2.4265 0.41 -0.16 0.56
C -2.3871 -2.2039 0.4114 -1.38 0.70 -0.56
C -2.8712 -0.8902 0.7889 -0.10 -1.23 -1.08
H -3.5472 -0.6765 1.6366 1.04 -0.03 -0.31
H -2.7426 1.0913 -0.3084 -0.08 -0.60 -0.15
H -1.4271 -2.9296 -1.5015 -0.34 0.46 0.17
H -2.5481 -3.1384 0.9791 0.33 0.81 -0.42
Ti -0.4415 -1.0405 0.5787 -3.87 1.87 -1.78
C 1.4315 -1.2718 0.7577 2.55 1.28 2.16
H 1.6518 -2.2747 0.3674 -0.08 -0.39 1.14
H 1.1885 -0.9683 1.8859 0.99 -2.02 -1.75
H 2.3163 -0.6917 0.7669 1.15 0.71 -1.21
Si 0.6582 0.6096 -2.3598 0.80 -2.07 3.84
C 1.0723 2.3501 -1.5760 -0.21 -0.12 -0.85
C 0.2391 3.1658 -2.3629 -0.11 0.07 0.09
H -0.3498 2.7051 -3.1531 -0.02 0.45 0.31
C 0.1326 4.5268 -2.1911 0.57 0.42 0.28
H -0.6252 5.0543 -2.7573 0.33 0.28 -0.12
C 0.9970 5.1627 -1.2963 -0.60 -0.20 0.07
H 1.0303 6.2392 -1.2740 -0.12 0.20 0.26
C 1.7651 4.4097 -0.4111 0.18 -0.85 0.03
H 2.3191 4.9090 0.4097 -0.26 -0.45 -0.78
C 1.8031 2.9993 -0.5445 -0.01 -0.03 -0.12
H 2.4311 2.4314 0.1529 -0.31 0.13 -0.34
C 1.4914 -0.6699 -3.4169 1.21 1.54 -0.68
C 1.6483 0.1129 -4.5903 -0.81 -1.30 -0.43
H 1.7305 1.2080 -4.5046 0.23 -0.48 -0.17
C 1.3602 -0.4622 -5.8248 0.39 -0.16 0.10
H 1.3766 0.1684 -6.7134 0.01 -0.36 0.03
C 0.9903 -1.8153 -5.8739 0.02 0.26 0.05
H 0.7312 -2.2435 -6.8402 -0.06 0.00 0.24
C 0.9433 -2.6051 -4.7147 0.34 0.01 -0.41
H 0.5905 -3.6435 -4.7848 0.43 0.44 0.03
C 1.2913 -2.0561 -3.4783 -0.51 0.62 -0.59
H 1.3095 -2.6889 -2.6008 -0.29 0.20 0.20
H 0.2867 -0.5143 -1.2211 0.30 1.85 -1.34
H -0.3231 1.0053 -3.3333 -0.86 -0.18 0.08
N -0.8071 0.8542 1.6498 -0.27 0.71 -0.15
C -0.4234 0.5807 3.0185 -0.12 0.08 0.62
C -0.2874 1.6327 3.9090 0.49 -0.30 1.47
C -0.0435 1.2939 5.2650 -0.26 0.23 -0.27
C -0.0526 -0.0140 5.7206 -0.01 -1.22 -0.21
C -0.2261 -1.1063 4.8169 -0.11 0.60 -0.95
C -0.2827 -2.4925 5.0953 -0.05 -0.14 1.18
C -0.2741 -3.4746 4.1009 0.14 -0.35 -1.14
C -0.3445 -3.0667 2.7736 -0.63 0.15 0.84
N -0.6208 -1.7539 2.4655 0.60 -0.11 1.57
C -0.3932 -0.7679 3.4451 -0.63 -0.25 -0.92
H -1.7890 1.1380 1.6705 0.06 -0.75 0.01
H -0.4400 1.7299 1.2804 0.96 -0.16 0.20
H -0.3676 2.6855 3.6079 0.11 -0.55 0.02
H 0.1268 2.0739 5.9936 -0.08 0.16 -0.03
H 0.0593 -0.3092 6.7734 0.07 0.59 -0.39
H -0.3272 -2.7881 6.1341 0.17 -0.09 0.11
H -0.2202 -4.5639 4.3167 0.06 1.03 0.02
H -0.2883 -3.7663 1.9300 -0.11 0.26 0.41
```
Positions in Å, forces in eV/Å.

Summary:
highest occupied orbital energy (alpha / beta) = -4.822 / -7.457 eV
multiplicity = 3
LUMO level (alpha / beta) = 0.187 / 0.171 eV
frontier orbital gap (alpha / beta) = 5.009 / 7.627 eV

Here are the Löwdin charges for atoms 1 to 5, given in e: -0.18 -0.19 -0.20 0.09 -0.20

=====

# 2
Entry from the Open Molecules 2025 dataset: an isolated molecule of C27H28N4O4S at a distorted geometry (the ωB97M-V functional and the def2-TZVPD basis).

The geometry in XYZ format:
```
64
Properties=species:S:1:pos:R:3:forces:R:3
C 4.9234 -3.1528 5.2092 -0.40 0.02 -0.23
C 3.4537 -3.1895 4.8195 0.10 -0.09 0.34
O 3.3633 -2.8059 3.4647 0.00 0.07 -0.23
C 2.1364 -2.7771 2.8726 0.05 0.02 -0.07
C 0.9374 -3.0734 3.4959 0.43 0.08 0.01
C -0.2694 -2.9959 2.8126 -0.29 0.06 -0.18
C -0.2753 -2.6250 1.4815 0.19 -0.16 0.49
C 0.9295 -2.3405 0.8321 0.16 -0.08 -0.02
C 2.1311 -2.3953 1.5095 0.08 -0.09 0.16
O 3.3487 -2.0775 0.9929 -0.19 -0.17 0.38
C 3.4516 -1.6742 -0.3560 0.02 0.04 -0.51
C 3.4141 -2.8483 -1.3308 -0.03 0.21 0.38
H 4.2090 -3.5495 -1.0899 0.07 -0.07 -0.02
H 3.5555 -2.4860 -2.3455 0.00 0.02 -0.13
H 2.4645 -3.3737 -1.2733 -0.07 -0.07 -0.06
H 2.6770 -0.9363 -0.6014 0.08 -0.01 0.08
H 4.4256 -1.1794 -0.4148 -0.17 0.00 -0.01
H 0.8881 -2.0452 -0.2049 0.07 0.09 -0.12
N -1.4450 -2.4742 0.7264 0.29 -0.18 -0.40
C -2.7006 -2.2603 1.1759 -0.36 0.07 -0.48
O -3.0900 -2.3746 2.3180 -0.07 0.02 0.31
C -3.6264 -1.7924 0.0371 0.07 -0.26 0.02
N -3.2922 -0.4330 -0.3569 -0.06 -0.14 -0.07
C -2.3050 -0.2367 -1.2496 -0.15 -0.07 -0.19
O -1.6809 -1.1694 -1.7471 0.12 -0.12 -0.15
C -1.9806 1.1577 -1.6324 0.35 0.54 -0.31
C -2.4789 1.8959 -2.6774 0.04 -0.18 0.32
N -1.7339 3.0274 -2.7670 -0.23 -0.96 0.37
N -0.7743 3.0479 -1.8407 0.50 0.20 0.46
C -0.8896 1.9320 -1.1412 -0.79 0.05 -0.73
C -0.0117 1.6086 -0.0484 0.36 -0.22 0.66
C 1.2916 1.9832 0.1250 -0.37 -0.07 -0.23
C 1.8550 1.4719 1.3114 0.04 -0.08 0.26
C 0.9762 0.7293 2.0330 -0.34 -0.02 -0.07
S -0.5601 0.6285 1.2784 0.50 0.54 -0.19
H 1.1320 0.2171 2.9612 0.10 -0.14 0.21
H 2.8725 1.6433 1.6132 0.17 0.01 0.09
H 1.8180 2.5915 -0.5873 0.08 0.11 -0.17
C -1.8595 4.0869 -3.6708 0.05 0.82 -0.56
C -2.8864 4.1312 -4.6086 0.09 -0.15 0.19
C -2.9684 5.1987 -5.4842 0.03 0.06 -0.02
C -2.0393 6.2238 -5.4339 -0.02 0.07 -0.07
C -1.0191 6.1799 -4.4971 -0.09 -0.02 -0.07
C -0.9257 5.1193 -3.6181 -0.01 -0.17 0.10
H -0.1408 5.0648 -2.8814 0.05 0.04 0.02
H -0.2917 6.9762 -4.4514 0.07 0.06 0.02
H -2.1110 7.0529 -6.1210 -0.01 0.07 -0.06
H -3.7669 5.2277 -6.2104 -0.06 -0.01 -0.05
H -3.6221 3.3447 -4.6631 -0.07 -0.08 0.01
H -3.2886 1.6737 -3.3403 -0.14 0.01 -0.19
C -3.9406 0.6190 0.3851 -0.18 0.30 0.20
H -3.8104 0.4456 1.4550 -0.02 0.04 0.01
H -5.0094 0.6380 0.1571 0.02 0.03 0.04
H -3.5033 1.5809 0.1276 -0.07 -0.03 0.05
H -4.6608 -1.8146 0.3823 0.14 -0.03 0.02
H -3.5063 -2.4450 -0.8316 -0.07 0.07 0.09
H -1.2885 -2.2710 -0.2608 -0.20 0.00 0.17
H -1.1947 -3.2084 3.3195 -0.05 -0.02 0.02
H 0.9204 -3.3638 4.5340 0.06 -0.03 0.10
H 3.0505 -4.2034 4.9556 -0.03 0.14 -0.02
H 2.8772 -2.4973 5.4507 -0.01 -0.11 -0.09
H 5.0395 -3.4419 6.2500 0.03 -0.03 0.10
H 5.4882 -3.8360 4.5813 0.09 -0.08 -0.02
H 5.3177 -2.1504 5.0685 0.07 0.09 0.03
```
Positions in Å, forces in eV/Å.

Summary:
highest occupied orbital energy = -7.555 eV
multiplicity = 1
structure (SMILES) = CCOc1ccc(NC(=O)CN(C)C(=O)c2cn(-c3ccccc3)nc2-c2cccs2)cc1OCC
LUMO level = 0.441 eV
frontier orbital gap = 7.995 eV

Here are the Löwdin charges for atoms 1 to 5, given in e: -0.06 -0.26 -0.04 -0.20 -0.01

=====

# 3
Entry from the Open Molecules 2025 dataset: C27H29AsAuBNO2P as an isolated structure at a distorted geometry (the ωB97M-V functional and the def2-TZVPD basis).

The geometry in XYZ format:
```
63
Properties=species:S:1:pos:R:3:forces:R:3
Au 8.0700 13.0689 9.9042 -0.62 -0.89 -0.07
N 9.9910 13.6984 10.6708 0.28 0.31 0.20
C 10.6132 12.5578 11.4051 -0.32 3.02 -1.29
C 9.9421 12.1037 12.4969 -0.72 -0.18 0.69
C 10.4529 11.0251 13.2228 -0.39 -0.74 -0.59
C 11.5825 10.3836 12.7074 -0.99 0.84 -0.85
C 12.1540 10.8461 11.5135 0.48 -1.42 0.69
C 11.7832 12.0219 10.8994 0.47 -0.37 0.38
P 12.8622 12.7509 9.6202 -2.53 0.67 -0.07
C 13.0461 14.4697 10.1759 0.27 0.70 0.68
C 12.7563 15.6419 9.4398 0.24 0.12 -0.69
C 12.9836 16.9229 9.9334 -0.16 0.08 1.39
C 13.4733 17.1010 11.2804 0.00 -1.87 -2.03
C 13.7895 15.9308 12.0216 -0.23 1.67 0.81
C 13.5441 14.6848 11.4992 -0.33 -0.42 -0.71
C 11.7287 12.7203 8.1662 0.65 -0.89 0.37
C 12.1172 13.4408 7.0634 -0.04 0.51 -1.80
C 11.2304 13.6866 5.9853 1.41 0.34 0.68
C 9.9904 13.1040 5.9900 -1.23 0.38 0.87
C 9.6487 12.1946 7.0085 1.89 -0.10 1.08
C 10.5498 11.9499 8.0872 -0.75 1.31 -1.85
H 9.6787 14.5095 11.2414 0.94 -0.75 -0.23
H 10.5635 14.0134 9.8687 -0.42 -0.04 0.87
H 8.9831 12.6090 12.6790 0.39 -0.52 0.42
H 9.8582 10.4792 13.9770 0.51 0.88 -0.11
H 11.8498 9.4533 13.1415 0.53 -0.62 0.16
H 12.7981 10.1781 10.9646 0.79 0.04 0.33
H 12.3317 15.5532 8.4448 0.11 0.02 0.03
H 12.6958 17.7971 9.3223 0.29 -0.61 0.44
H 13.6474 18.0959 11.6338 0.04 0.27 0.38
H 14.1629 16.0634 13.0716 -0.39 -0.37 -1.20
H 13.6377 13.8341 12.1289 0.48 -0.64 0.49
H 13.1550 13.7358 6.9948 -0.02 0.58 -0.03
H 11.5291 14.3774 5.1934 -0.05 -0.35 0.22
H 9.2096 13.5044 5.3379 0.36 -0.67 -0.25
H 8.7299 11.6515 7.0166 -0.53 -0.14 -0.20
H 10.2808 11.2424 8.8188 -0.22 -0.70 0.92
O 7.5003 9.8745 9.9998 -0.22 2.04 -0.80
B 7.2753 11.1712 9.3263 -0.57 -4.09 -1.59
O 6.6393 10.8753 8.0356 1.15 -0.37 1.99
C 6.5490 9.4448 7.9335 0.94 0.54 2.22
C 5.9860 8.7079 6.9316 -0.96 -0.68 0.41
C 5.8334 7.3156 7.1865 -0.70 0.75 -1.78
C 6.3310 6.7361 8.3339 0.21 1.01 0.07
C 6.9329 7.4839 9.3636 0.33 0.49 0.81
C 7.0582 8.8543 9.1626 -1.21 0.95 -2.10
H 5.4531 9.1181 6.0731 0.50 0.19 0.22
H 5.2106 6.8076 6.3740 1.27 0.15 1.54
H 6.2639 5.6994 8.4758 -0.30 -1.26 0.17
H 7.2162 6.9962 10.3295 -0.13 0.54 -1.09
C 4.8780 15.2805 10.5167 2.80 2.23 -0.56
As 5.7692 13.7483 9.6650 -3.39 1.14 0.90
C 4.2923 12.6307 10.3628 0.45 -1.95 -1.10
C 5.2068 14.0859 7.8404 -0.13 -0.29 -0.60
H 3.8409 15.3401 10.2527 -0.40 -0.22 -0.27
H 5.4373 16.1857 10.1259 -0.94 -0.69 0.35
H 5.0335 15.3368 11.5846 -0.14 -0.40 0.31
H 3.3622 13.1693 10.6453 0.90 -0.08 -0.58
H 4.5762 11.9849 11.1967 0.20 0.24 0.04
H 4.1582 11.9227 9.5032 -0.55 0.47 0.83
H 4.1815 13.7257 7.6205 0.39 0.49 0.59
H 5.8187 13.4656 7.2069 0.43 -0.10 -0.37
H 5.3429 15.1443 7.5581 -0.13 -0.50 0.29
```
Positions in Å, forces in eV/Å.

Summary:
highest occupied orbital energy (alpha / beta) = -13.035 / -13.069 eV
multiplicity = 3
LUMO level (alpha / beta) = -5.613 / -9.570 eV
total charge = +2
frontier orbital gap (alpha / beta) = 7.422 / 3.499 eV

Here are the Löwdin charges for atoms 1 to 5, given in e: 0.77 -0.03 -0.31 -0.04 -0.01

=====

Relative energy (zero: lowest compared OMol25 entry of this formula, charge and spin) values, unit kJ/mol, following the record order: 453.4, 231.6, 0.0.